Molecular formula: C3H6
Method: DFT, wB97M-V/def2-TZVPD

Cartesian coordinates (Å):
C -0.84 -0.12 -0.02
C 0.57 -0.63 -0.04
C 0.23 0.76 0.03
H -1.21 -0.45 0.99
H -1.68 -0.28 -0.78
H 0.88 -0.91 0.88
H 1.16 -0.98 -0.91
H 0.46 1.39 -0.84
H 0.66 1.18 0.82

## Properties
* relative energy (zero: lowest compared OMol25 entry of this formula, charge and spin): 32.42 kcal per mole
* HOMO energy: -0.376 Ha
* Kohn-Sham gap: 11.62 eV
* lowest unoccupied orbital energy: 0.0511 Ha
* structure (SMILES): C1CC1